Record 1
The molecule C5H8O4, computed with ωB97M-V/def2-TZVPD.

XYZ file:
```
17
Properties=species:S:1:pos:R:3
C 1.38 1.48 0.07
C -1.23 -0.77 -0.01
C -0.22 -0.63 1.11
C -0.85 0.49 -0.87
C 1.55 0.17 -0.12
O 0.62 2.07 0.98
O 1.07 -0.82 0.75
O -1.28 1.60 -0.59
O 2.39 -0.35 -0.99
H 2.02 2.13 -0.50
H -1.22 -1.64 -0.75
H -2.13 -0.52 0.44
H -0.37 0.24 1.61
H -0.35 -1.51 1.85
H -0.27 0.32 -1.89
H -0.31 2.33 0.60
H 2.95 -1.03 -0.57
```

## Properties
DFT total energy: -496.1762 hartree
strongest force on any atom: 6.021 eV Å⁻¹
2S+1: 1


Record 2
A structure of composition C5H8O5, computed with ωB97M-V/def2-TZVPD.

XYZ file:
```
18
Properties=species:S:1:pos:R:3
C -1.65 0.41 0.09
C -0.85 -0.49 -0.86
C 0.37 -1.01 -0.15
C 1.68 -0.12 -0.12
C 2.69 -0.33 0.70
H -2.26 0.84 2.12
H -2.45 0.59 -0.39
H -1.60 2.75 0.39
H -0.79 0.25 -1.92
H -1.53 -2.57 -0.53
H 2.37 1.80 -0.69
H 3.78 0.29 0.99
H 2.53 -1.33 0.82
O -1.63 -0.08 1.40
O -0.98 1.74 -0.08
O -1.67 -1.59 -1.07
O 0.44 -2.14 0.37
O 1.55 0.98 -1.06
```

## Properties
DFT total energy: -571.2063 hartree
strongest force on any atom: 7.722 eV Å⁻¹
2S+1: 1


Record 3
The molecule C5H8OS, computed with ωB97M-V/def2-TZVPD.

XYZ file:
```
15
Properties=species:S:1:pos:R:3
C 0.03 -0.79 0.47
C 0.39 0.35 1.39
C 0.71 1.45 0.38
C 0.63 1.02 -0.90
C 0.22 -0.39 -1.01
H -1.97 -1.90 -0.34
H 0.66 -1.64 0.76
H 1.20 0.15 2.12
H -0.43 0.60 2.05
H 1.00 2.43 0.71
H 0.89 1.62 -1.69
H 0.95 -1.06 -1.51
H -1.58 0.10 -1.42
O -1.00 -0.55 -1.82
S -1.69 -1.39 0.83
```

## Properties
DFT total energy: -668.7047 hartree
strongest force on any atom: 2.645 eV Å⁻¹
2S+1: 1